[1]
Molecular formula: C24H33N5O2S
Method: DFT, the ωB97M-V functional and the def2-TZVPD basis

orbital gap: 8.285 eV
DFT total energy: -1756.832646 Ha
ΔE to the lowest compared entry with this formula, charge and spin: 1.47 kcal per mole
charge: 0
SMILES: CCN1CCN(CCCNC(=O)CCCn2nc(C)c3sc4ccccc4c3c2=O)CC1
HOMO: -8.36 eV

Structure (XYZ):
```
65
Properties=species:S:1:pos:R:3:forces:R:3
S 4.808 -2.411 -0.667 -0.3 0.2 0.0
O 0.145 -0.633 -0.747 -0.3 -0.2 0.1
O -0.814 4.958 1.979 0.2 0.4 0.1
N -1.915 2.987 2.024 -0.2 -0.2 0.1
N 1.843 0.834 -1.071 -0.2 -0.4 0.0
N -4.010 -0.268 -0.955 0.0 0.1 0.1
N -3.876 1.076 1.553 -0.1 -0.3 0.0
N 3.120 1.175 -1.167 0.8 0.4 -0.1
C 0.898 1.929 -1.186 -0.4 0.3 0.2
C -1.128 3.911 1.447 0.1 -0.2 -0.5
C 1.348 -0.439 -0.836 0.5 0.1 -0.1
C -2.386 -0.339 -2.901 -0.3 -0.1 0.2
C 1.127 -4.936 -0.148 -0.1 0.0 0.0
C -4.726 1.549 0.472 0.1 0.2 -0.3
C 2.220 -2.842 -0.505 0.2 -0.3 0.0
C -0.623 3.501 0.068 0.2 0.1 0.2
C -4.117 1.171 -0.875 -0.2 0.0 0.2
C 2.362 -5.579 -0.098 0.1 0.0 0.0
C 4.060 0.289 -1.056 -0.2 0.1 0.0
C -4.375 1.478 2.863 -0.1 0.3 0.1
C -3.130 -0.743 0.095 -0.2 0.0 0.2
C 3.539 -4.873 -0.248 0.0 -0.1 0.0
C -4.059 2.937 3.202 0.2 -0.3 0.0
C 1.045 -3.575 -0.350 -0.1 0.0 0.0
C -3.713 -0.783 -2.276 0.1 0.0 -0.2
C -2.554 3.187 3.302 -0.1 0.2 0.2
C 3.461 -3.505 -0.451 -0.1 0.3 0.0
C 3.714 -1.068 -0.832 -0.6 -0.5 0.1
C 2.386 -1.439 -0.726 0.6 0.4 -0.1
C 0.396 2.370 0.190 0.0 0.0 -0.3
C -3.730 -0.369 1.448 0.2 -0.2 -0.1
C 5.478 0.733 -1.175 -0.1 0.0 0.0
H -4.767 1.525 -1.680 0.0 0.0 0.0
H 6.021 0.491 -0.263 0.1 0.0 0.1
H 5.512 1.804 -1.345 0.0 0.0 0.0
H -1.465 3.179 -0.548 0.0 0.0 -0.1
H -3.058 -1.831 0.025 0.1 0.0 0.0
H -4.705 -0.873 1.559 0.0 0.0 0.0
H -3.135 1.668 -0.971 0.0 0.0 0.0
H -4.816 2.635 0.537 0.0 0.0 0.0
H -2.390 0.732 -3.093 0.1 0.1 0.0
H 4.498 -5.367 -0.210 0.1 -0.1 0.0
H 1.412 2.746 -1.692 0.0 -0.1 0.0
H 0.057 1.580 -1.792 0.1 0.1 0.0
H 5.964 0.215 -2.000 0.1 0.0 -0.1
H -3.066 -0.712 2.246 0.0 0.0 0.0
H -2.116 -0.324 0.018 0.0 -0.1 0.0
H -5.464 1.312 2.938 0.1 -0.1 0.0
H -2.349 4.215 3.614 0.0 -0.2 0.0
H -2.118 2.504 4.042 0.0 0.1 0.1
H -1.555 -0.580 -2.243 0.1 0.0 0.0
H -0.160 4.372 -0.396 -0.1 0.0 0.0
H -2.259 2.172 1.521 0.1 0.1 -0.1
H -4.484 3.604 2.452 -0.1 0.1 0.0
H -4.522 3.174 4.161 -0.1 0.0 0.0
H -5.735 1.108 0.543 0.0 0.0 0.0
H -2.240 -0.854 -3.847 0.0 0.0 -0.1
H 0.223 -5.515 -0.027 -0.1 0.0 0.0
H 0.099 -3.058 -0.392 -0.1 0.0 0.0
H -0.061 1.512 0.686 0.1 0.0 0.0
H -3.726 -1.874 -2.201 -0.1 0.0 -0.1
H -3.893 0.842 3.611 0.0 0.0 0.0
H -4.540 -0.483 -2.929 0.0 -0.1 0.0
H 2.401 -6.647 0.061 0.0 -0.1 0.0
H 1.243 2.704 0.792 0.0 0.0 0.0
```
Forces are in eV/Å.

List of Löwdin charges in e, atom by atom: number 1, S, carries 1.1051; number 2, O, carries 0.0332; number 3, O, carries 0.0487; number 4, N, carries 0.0653; number 5, N, carries -0.0494; number 6, N, carries -0.1824; number 7, N, carries -0.2047; number 8, N, carries 0.1548; number 9, C, carries -0.1255; number 10, C, carries -0.5108; number 11, C, carries -0.3512; number 12, C, carries -0.0791; number 13, C, carries -0.0737; number 14, C, carries -0.1659; number 15, C, carries -0.1785; number 16, C, carries -0.1037; number 17, C, carries -0.1775; number 18, C, carries -0.0812; number 19, C, carries -0.3315; number 20, C, carries -0.2005; number 21, C, carries -0.1709; number 22, C, carries -0.0915; number 23, C, carries -0.1607; number 24, C, carries -0.0024; number 25, C, carries -0.2449; number 26, C, carries -0.1721; number 27, C, carries -0.4511; number 28, C, carries -0.3890; number 29, C, carries -0.0815; number 30, C, carries -0.1619; number 31, C, carries -0.1683; number 32, C, carries -0.0405; number 33, H, carries 0.1279; number 34, H, carries 0.0821; number 35, H, carries 0.0821; number 36, H, carries 0.1031; number 37, H, carries 0.1265; number 38, H, carries 0.1278; number 39, H, carries 0.1072; number 40, H, carries 0.1166; number 41, H, carries 0.0647; number 42, H, carries 0.1071; number 43, H, carries 0.1290; number 44, H, carries 0.1213; number 45, H, carries 0.0816; number 46, H, carries 0.1227; number 47, H, carries 0.1023; number 48, H, carries 0.1226; number 49, H, carries 0.1183; number 50, H, carries 0.1221; number 51, H, carries 0.0386; number 52, H, carries 0.1231; number 53, H, carries 0.1067; number 54, H, carries 0.1055; number 55, H, carries 0.1124; number 56, H, carries 0.1294; number 57, H, carries 0.0715; number 58, H, carries 0.1034; number 59, H, carries 0.1074; number 60, H, carries 0.1057; number 61, H, carries 0.1120; number 62, H, carries 0.1187; number 63, H, carries 0.1116; number 64, H, carries 0.1039; number 65, H, carries 0.1282

[2]
Molecular formula: C11H14ClCoN2O6Sn
Method: DFT, the ωB97M-V functional and the def2-TZVPD basis

orbital gap (spin up / spin down): 4.303 / 7.517 eV
DFT total energy: -3045.534619 Ha
ΔE to the lowest compared entry with this formula, charge and spin: 4.22 kcal per mole
charge: -2
2S+1: 5
HOMO (spin up / spin down): -0.44 / -3.37 eV

Structure (XYZ):
```
36
Properties=species:S:1:pos:R:3:forces:R:3
Sn 0.549 0.096 0.320 -1.2 0.1 0.3
Co -1.184 2.453 -0.497 -0.2 -1.5 -2.0
Cl -1.933 4.118 0.622 -0.2 0.9 0.8
O -0.588 -1.013 2.334 0.2 -1.5 -1.1
O -0.247 -6.824 -0.055 0.1 -0.6 1.8
O -0.408 -3.992 6.389 0.0 0.3 0.2
O -0.182 -6.171 6.123 0.0 -0.4 0.4
O -0.131 -2.000 0.363 -0.4 0.5 1.7
O 0.026 -8.128 1.706 -0.3 1.4 -1.0
N -0.324 -5.010 5.670 -0.1 0.1 -2.1
N -0.181 -7.011 1.181 0.1 -1.0 -0.7
C 2.582 -0.495 0.691 0.5 0.1 -0.3
C -0.483 -4.588 1.444 0.1 0.3 -0.6
C -0.612 0.780 -1.420 0.2 0.0 -0.2
C -0.345 -5.866 2.031 -0.1 1.1 1.5
C 0.035 3.416 -1.739 0.8 0.5 0.2
C -0.475 -2.061 1.636 0.6 0.7 -0.3
C -0.532 -3.433 2.250 -0.1 -1.0 0.8
C -0.302 -6.006 3.431 0.1 -0.3 -0.9
C -0.515 -3.578 3.649 0.0 0.7 -0.5
C -0.390 -4.860 4.243 0.0 -0.3 0.8
C -2.940 2.076 -1.379 -0.7 -0.3 0.2
H -0.571 -2.698 4.285 0.1 -0.2 -0.1
H -0.194 -6.992 3.881 0.0 0.4 -0.1
H -3.175 1.041 -1.668 -0.1 0.3 0.2
H 0.952 2.895 -2.062 -0.1 0.3 0.1
H -1.398 0.036 -1.649 0.5 0.2 0.4
H -2.877 2.677 -2.303 0.1 -0.1 0.2
H 2.543 -1.487 1.159 0.1 0.3 -0.1
H 3.104 -0.545 -0.278 0.1 -0.1 0.4
H -3.731 2.504 -0.743 0.1 -0.2 -0.3
H 0.034 0.896 -2.310 -0.1 0.0 0.5
H -0.510 -4.501 0.360 0.1 0.0 0.4
H -0.598 3.592 -2.627 0.2 -0.1 0.3
H 0.255 4.390 -1.266 0.2 -0.3 -0.4
H 3.077 0.232 1.362 -0.3 -0.4 -0.4
```
Forces are in eV/Å.

List of Löwdin charges in e, atom by atom: number 1, Sn, carries 1.2729; number 2, Co, carries -0.0188; number 3, Cl, carries -0.0429; number 4, O, carries -0.0724; number 5, O, carries 0.0139; number 6, O, carries -0.0722; number 7, O, carries -0.0942; number 8, O, carries -0.1800; number 9, O, carries 0.0077; number 10, N, carries -0.4321; number 11, N, carries -0.3422; number 12, C, carries -0.2943; number 13, C, carries 0.0171; number 14, C, carries -0.4195; number 15, C, carries -0.1627; number 16, C, carries -0.2746; number 17, C, carries -0.5709; number 18, C, carries -0.1314; number 19, C, carries 0.0788; number 20, C, carries 0.0472; number 21, C, carries -0.1503; number 22, C, carries -0.2528; number 23, H, carries 0.1130; number 24, H, carries 0.1152; number 25, H, carries -0.0267; number 26, H, carries -0.0339; number 27, H, carries -0.0282; number 28, H, carries -0.0086; number 29, H, carries -0.0042; number 30, H, carries -0.0169; number 31, H, carries -0.0439; number 32, H, carries -0.0297; number 33, H, carries 0.1091; number 34, H, carries -0.0151; number 35, H, carries -0.0449; number 36, H, carries -0.0115

[3]
Molecular formula: C14H26IIrN3O3P2S3
Method: DFT, the ωB97M-V functional and the def2-TZVPD basis

orbital gap: 8.477 eV
DFT total energy: -3218.342270 Ha
ΔE to the lowest compared entry with this formula, charge and spin: 0.00 kcal per mole
charge: +1
HOMO: -11.16 eV

Structure (XYZ):
```
53
Properties=species:S:1:pos:R:3:forces:R:3
Ir -0.133 -0.034 -0.232 -0.5 0.5 0.6
I 2.260 -5.124 1.892 0.0 0.0 0.0
S 0.286 -0.089 2.177 0.0 0.0 -0.2
S -1.162 -0.180 -2.374 0.2 0.1 0.1
S -2.913 0.051 -1.251 0.4 0.1 0.4
P -0.105 2.245 -0.321 0.2 0.0 -0.1
P 2.094 0.082 -0.574 0.0 -0.2 -0.3
O -3.504 -1.229 -0.943 0.0 0.0 -0.1
O -2.222 0.569 0.060 -0.2 -0.6 -0.7
O -3.742 1.047 -1.848 0.0 0.1 0.1
N -0.864 -2.064 3.593 0.0 0.0 0.0
N -2.255 -1.080 2.232 0.1 -0.2 0.0
N -0.237 -2.285 -0.129 0.0 0.2 0.0
C 2.598 -0.074 -2.305 0.0 0.1 0.0
C -1.014 -1.112 2.673 0.0 0.0 0.0
C -1.081 -4.420 -0.772 0.0 0.0 0.0
C -1.113 -3.035 -0.808 0.0 -0.1 0.0
C -0.116 -5.069 -0.025 0.0 0.0 0.0
C 2.582 1.764 -0.036 -0.1 -0.1 0.0
C -3.059 -2.168 2.791 0.0 0.1 0.0
C 0.783 -4.288 0.687 0.0 0.0 0.0
C -2.122 -2.766 3.864 0.0 0.0 0.0
C -0.587 3.040 1.226 0.0 0.1 0.0
C -1.072 3.085 -1.587 0.0 0.1 0.0
C 0.687 -2.913 0.613 -0.1 -0.1 0.1
C 3.283 -0.972 0.300 0.1 0.0 0.0
C 1.621 2.788 -0.637 0.0 -0.1 0.0
H -0.788 2.726 -2.573 0.0 0.0 0.0
H -2.470 -2.564 4.876 0.0 0.0 0.0
H 3.271 -1.990 -0.089 0.0 0.0 0.0
H 1.776 3.788 -0.230 0.0 0.0 0.0
H -0.064 -6.149 0.008 0.0 0.0 0.0
H 0.063 2.722 2.037 0.0 0.0 0.0
H 1.755 2.845 -1.720 0.0 0.0 0.0
H 3.625 1.952 -0.296 0.0 0.0 0.0
H -2.515 -0.528 1.409 0.0 0.1 0.1
H -1.862 -2.521 -1.384 0.0 0.0 0.0
H 2.496 -1.120 -2.597 0.0 0.0 0.0
H 3.081 -0.985 1.371 0.0 0.0 0.0
H 1.937 0.516 -2.939 0.0 0.0 0.0
H -3.976 -1.775 3.224 0.0 0.0 0.0
H -0.018 -2.169 4.126 0.0 0.0 0.0
H -2.136 2.909 -1.444 0.0 0.0 0.0
H 1.339 -2.286 1.199 0.0 0.0 0.0
H -1.613 2.761 1.463 0.0 0.0 0.0
H -3.322 -2.880 2.008 0.0 0.0 0.0
H -1.988 -3.839 3.744 0.0 0.0 0.0
H -1.816 -4.974 -1.338 0.0 0.0 0.0
H 4.278 -0.555 0.136 0.0 0.0 0.0
H 3.632 0.241 -2.454 0.0 0.0 0.0
H -0.520 4.123 1.107 0.0 0.0 0.0
H -0.863 4.154 -1.508 0.0 0.0 0.0
H 2.509 1.766 1.057 0.1 0.0 0.0
```
Forces are in eV/Å.

List of Löwdin charges in e, atom by atom: number 1, Ir, carries 0.5972; number 2, I, carries 0.9264; number 3, S, carries 0.6795; number 4, S, carries 0.3770; number 5, S, carries 0.1953; number 6, P, carries 0.6874; number 7, P, carries 0.6453; number 8, O, carries -0.3624; number 9, O, carries -0.6278; number 10, O, carries -0.3191; number 11, N, carries 0.0464; number 12, N, carries 0.0640; number 13, N, carries -0.0812; number 14, C, carries -0.2260; number 15, C, carries -0.7453; number 16, C, carries -0.0159; number 17, C, carries -0.1306; number 18, C, carries -0.1043; number 19, C, carries -0.3754; number 20, C, carries -0.0850; number 21, C, carries -0.7113; number 22, C, carries -0.0952; number 23, C, carries -0.2350; number 24, C, carries -0.2330; number 25, C, carries -0.2743; number 26, C, carries -0.2373; number 27, C, carries -0.3521; number 28, H, carries 0.0393; number 29, H, carries 0.1234; number 30, H, carries 0.0505; number 31, H, carries 0.0991; number 32, H, carries 0.1105; number 33, H, carries 0.0180; number 34, H, carries 0.0902; number 35, H, carries 0.0992; number 36, H, carries 0.0812; number 37, H, carries 0.0435; number 38, H, carries 0.0594; number 39, H, carries 0.0366; number 40, H, carries 0.0403; number 41, H, carries 0.1270; number 42, H, carries 0.1468; number 43, H, carries 0.0441; number 44, H, carries 0.0169; number 45, H, carries 0.0575; number 46, H, carries 0.1245; number 47, H, carries 0.1210; number 48, H, carries 0.1237; number 49, H, carries 0.0651; number 50, H, carries 0.0628; number 51, H, carries 0.0630; number 52, H, carries 0.0670; number 53, H, carries 0.0822

[4]
Molecular formula: C4H7N2
Method: DFT, the ωB97M-V functional and the def2-TZVPD basis

orbital gap: 9.212 eV
DFT total energy: -265.730107 Ha
ΔE to the lowest compared entry with this formula, charge and spin: 111.93 kcal per mole
charge: +1
SMILES: N[C@H]1CC1=C=[NH2+]
HOMO: -13.71 eV

Structure (XYZ):
```
13
Properties=species:S:1:pos:R:3:forces:R:3
N -0.377 -1.520 1.200 -1.1 -1.7 -0.2
N -1.428 1.583 -1.513 1.4 2.0 0.3
C 0.217 -0.312 1.149 5.3 1.1 -1.8
C 0.405 0.455 -0.218 1.0 -1.7 -0.9
C 1.622 -0.395 0.018 -2.1 1.6 2.4
C -0.458 0.922 -1.002 -1.3 0.2 0.2
H 0.076 -2.342 0.724 -0.9 1.5 0.8
H -1.392 -1.556 1.293 0.5 -0.2 0.1
H 1.883 -1.286 -0.572 -0.8 0.4 0.3
H -2.277 1.286 -1.959 0.0 -0.8 -0.2
H 0.513 0.421 1.963 -0.9 -1.4 -0.6
H 2.499 0.132 0.423 -0.6 -0.1 -0.2
H -1.284 2.613 -1.505 -0.5 -0.9 0.0
```
Forces are in eV/Å.

List of Löwdin charges in e, atom by atom: number 1, N, carries 0.0611; number 2, N, carries 0.2147; number 3, C, carries -0.1859; number 4, C, carries -0.1527; number 5, C, carries 0.0621; number 6, C, carries 0.0367; number 7, H, carries 0.1422; number 8, H, carries 0.1141; number 9, H, carries 0.1157; number 10, H, carries 0.1459; number 11, H, carries 0.1660; number 12, H, carries 0.1079; number 13, H, carries 0.1722

[5]
Molecular formula: C7H16BCuO
Method: DFT, the ωB97M-V functional and the def2-TZVPD basis

orbital gap: 6.028 eV
DFT total energy: -2016.806801 Ha
ΔE to the lowest compared entry with this formula, charge and spin: 0.00 kcal per mole
charge: 0
HOMO: -6.91 eV

Structure (XYZ):
```
26
Properties=species:S:1:pos:R:3:forces:R:3
Cu 1.532 -1.013 -2.137 0.6 0.4 0.4
O 1.522 0.966 -1.217 -0.5 -0.3 0.4
C -0.860 -1.076 0.575 0.3 0.1 0.5
C 1.718 -1.235 0.110 0.0 1.0 -2.1
C -2.711 0.482 1.176 -0.1 0.0 0.1
C -1.825 0.558 -1.153 -0.1 0.0 -0.2
C 0.277 -1.587 -0.322 0.1 -0.4 -0.4
C -1.465 0.312 0.308 0.1 0.0 0.0
C 3.242 1.032 0.680 0.2 -0.2 0.1
B 2.164 0.205 -0.118 0.1 0.4 -0.1
H 2.723 1.703 1.381 0.0 -0.1 0.0
H -3.442 -0.305 0.958 0.1 0.0 0.0
H -0.742 1.072 0.635 0.0 0.0 -0.2
H 1.021 1.766 -1.030 0.2 0.1 0.0
H 0.010 -1.192 -1.356 -0.9 -0.4 0.2
H 3.876 1.673 0.061 0.0 -0.1 0.0
H -1.680 -1.803 0.605 0.1 0.0 -0.2
H -2.508 -0.214 -1.527 0.0 0.0 0.1
H -2.332 1.521 -1.268 0.0 -0.1 0.0
H -0.423 -1.059 1.582 -0.2 -0.1 0.0
H -0.960 0.570 -1.820 0.0 0.0 0.1
H 2.480 -1.935 -0.260 0.1 -0.7 1.4
H 0.189 -2.675 -0.389 -0.1 0.1 0.0
H -2.471 0.418 2.241 0.0 0.0 -0.1
H -3.199 1.443 0.991 0.1 0.0 0.0
H 3.863 0.374 1.294 0.0 0.1 0.0
```
Forces are in eV/Å.

List of Löwdin charges in e, atom by atom: number 1, Cu, carries 0.5301; number 2, O, carries -0.0270; number 3, C, carries -0.1735; number 4, C, carries -0.0819; number 5, C, carries -0.0900; number 6, C, carries -0.0843; number 7, C, carries -0.2963; number 8, C, carries -0.4328; number 9, C, carries -0.0346; number 10, B, carries -0.5951; number 11, H, carries 0.0637; number 12, H, carries 0.0804; number 13, H, carries 0.1304; number 14, H, carries 0.0891; number 15, H, carries 0.0567; number 16, H, carries 0.0527; number 17, H, carries 0.1145; number 18, H, carries 0.0909; number 19, H, carries 0.0799; number 20, H, carries 0.1215; number 21, H, carries 0.0484; number 22, H, carries 0.0381; number 23, H, carries 0.1072; number 24, H, carries 0.0799; number 25, H, carries 0.0749; number 26, H, carries 0.0571